{
  "formula": "C11H13BClF4N2O2PtSe4",
  "method": "ωB97M-V/def2-TZVPD",
  "species": ["Pt", "Se", "Se", "Se", "Se", "C", "C", "N", "O", "C", "C", "N", "O", "H", "H", "H", "H", "H", "H", "H", "F", "B", "F", "F", "F", "Cl", "C", "C", "C", "C", "C", "C", "C", "H", "H", "H", "H", "H", "H"],
  "positions_angstrom": [[-0.6867, 1.2011, 0.8147], [0.5890, 1.9974, 3.0427], [-0.6412, 3.3419, 4.3612], [-2.8523, 3.2656, 3.8102], [-2.9898, 1.1664, 1.8215], [-2.5571, -1.8431, -1.8571], [-1.7442, -0.9900, -0.9355], [-1.6851, 0.2808, -1.0681], [-2.4633, 0.8068, -2.0730], [-0.9709, -1.5816, 0.1507], [-0.6971, -3.0461, 0.2416], [-0.4631, -0.7814, 1.0587], [0.1978, -1.2094, 2.0379], [-3.5033, -1.3515, -2.0752], [-2.7437, -2.8223, -1.4231], [-2.0302, -1.9731, -2.8055], [-2.1744, 1.7409, -2.0899], [-0.6397, -3.4910, -0.7524], [-1.4626, -3.5795, 0.8139], [0.2525, -3.1873, 0.7566], [-1.1915, 3.1909, -1.8288], [-1.4363, 4.0387, -0.7214], [-0.8502, 3.3600, 0.4528], [-2.7923, 4.1522, -0.5021], [-0.7910, 5.2398, -0.8704], [1.1014, -0.8061, -2.4625], [2.0699, -0.8934, -1.0067], [2.8524, -2.0255, -0.8374], [3.6655, -2.1383, 0.2778], [3.6951, -1.1059, 1.2053], [2.8976, 0.0077, 1.0219], [2.0469, 0.1478, -0.0795], [1.1559, 1.3307, -0.1849], [2.8196, -2.8063, -1.5856], [4.2726, -3.0239, 0.4153], [4.3280, -1.1749, 2.0807], [2.9129, 0.8016, 1.7588], [0.8753, 1.5510, -1.2130], [1.6333, 2.2092, 0.2500]],
  "forces_ev_per_angstrom": [[-0.11, 0.15, 0.15], [0.03, -0.09, -0.07], [-0.07, 0.01, -0.01], [0.03, 0.05, 0.02], [0.06, -0.05, -0.02], [-0.01, -0.01, -0.01], [0.01, 0.01, 0.02], [-0.05, -0.04, 0.04], [0.08, 0.11, 0.00], [-0.01, 0.05, -0.01], [-0.02, -0.02, 0.00], [-0.01, -0.26, 0.01], [-0.01, 0.03, 0.01], [0.00, 0.00, 0.00], [0.00, 0.00, 0.00], [0.01, 0.01, 0.00], [-0.02, 0.00, -0.01], [0.00, 0.00, 0.00], [0.01, 0.01, 0.02], [0.01, 0.01, -0.01], [-0.02, -0.08, -0.04], [-0.01, -0.07, 0.07], [0.07, 0.15, -0.09], [-0.03, -0.01, -0.01], [-0.02, 0.02, 0.01], [0.11, -0.01, -0.04], [-0.02, -0.05, -0.03], [0.01, 0.00, -0.01], [0.00, 0.00, 0.00], [-0.02, 0.00, -0.01], [0.02, -0.01, 0.00], [-0.02, 0.05, 0.02], [-0.01, 0.00, -0.01], [0.00, 0.00, 0.00], [0.00, 0.00, 0.00], [0.00, 0.00, 0.00], [-0.01, 0.01, 0.01], [0.00, 0.00, -0.01], [0.01, 0.00, -0.01]],
  "nbo_charge": [0.9850, -0.2114, 0.1664, -0.2640, -0.0704, -0.6737, 0.2258, -0.1756, -0.5711, 0.0435, -0.6596, 0.0173, -0.5236, 0.2449, 0.2191, 0.2355, 0.5156, 0.2106, 0.2163, 0.2530, -0.5746, 1.3628, -0.5573, -0.5507, -0.5454, -0.0286, -0.0240, -0.2412, -0.2232, -0.2279, -0.1205, -0.0761, -0.6597, 0.2171, 0.2058, 0.2074, 0.2062, 0.2297, 0.2166],
  "lumo_ev": [2.47, 0.59],
  "total_charge": -1,
  "e_above_lowest_ev": 0.000,
  "energy_ha": -11296.7089,
  "spin_multiplicity": 5
}

=====

{
  "formula": "C23H18ClN4OS",
  "method": "ωB97M-V/def2-TZVPD",
  "species": ["S", "C", "N", "N", "C", "C", "C", "N", "C", "C", "C", "Cl", "C", "C", "C", "O", "N", "C", "C", "C", "C", "C", "C", "C", "C", "C", "C", "C", "C", "C", "H", "H", "H", "H", "H", "H", "H", "H", "H", "H", "H", "H", "H", "H", "H", "H", "H", "H"],
  "positions_angstrom": [[1.1171, -2.4866, -4.9044], [0.5279, -1.0217, -4.5783], [0.2512, -0.2605, -5.6576], [0.1395, 1.0381, -5.0488], [0.2752, 0.9011, -3.7280], [0.1659, 2.1045, -2.8077], [-0.9208, 3.0961, -3.4044], [-1.4300, 4.1054, -2.4751], [-1.3672, 3.7026, -1.0454], [-1.9771, 4.5575, -0.1143], [-1.7716, 4.3853, 1.2369], [-2.6447, 5.4508, 2.3839], [-1.0507, 3.2284, 1.6734], [-0.4893, 2.2883, 0.7900], [-0.5325, 2.6366, -0.6174], [-0.0337, 1.7010, -1.4621], [0.5637, -0.4054, -3.3257], [1.6715, -0.6160, -2.2977], [1.1696, -1.2741, -1.0990], [2.1241, -1.3852, -0.0375], [1.8900, -2.0266, 1.1967], [0.5772, -2.3114, 1.5568], [0.3065, -2.8519, 2.8952], [0.9506, -4.0100, 3.1917], [0.7994, -4.6303, 4.4600], [-0.1422, -4.0911, 5.3972], [-0.8074, -2.9381, 5.0510], [-0.6346, -2.2879, 3.7887], [-0.3911, -1.9411, 0.6553], [-0.0922, -1.5626, -0.6630], [1.1675, 2.5300, -2.7073], [-0.4010, 3.5657, -4.1802], [-1.7667, 2.4913, -3.8201], [-1.1346, 5.0173, -2.6174], [-2.7738, 5.1928, -0.5152], [-0.9712, 3.2381, 2.7927], [-0.1096, 1.4065, 1.1613], [2.1633, 0.2673, -1.9921], [2.4435, -1.2965, -2.7941], [3.1086, -1.0775, -0.3463], [2.7642, -2.3483, 1.8368], [1.6420, -4.5711, 2.4982], [1.2796, -5.6398, 4.6216], [-0.4763, -4.5752, 6.2951], [-1.5689, -2.5295, 5.7014], [-1.2763, -1.3907, 3.4411], [-1.4392, -1.9131, 0.9993], [-0.8953, -1.4625, -1.3852]],
  "forces_ev_per_angstrom": [[1.16, -3.95, 0.37], [0.80, 0.10, -2.00], [-0.28, 2.42, 3.76], [-0.68, -0.65, 1.81], [-0.13, 1.11, -1.80], [0.16, 0.20, -0.71], [-0.44, -1.39, 1.51], [-0.67, -3.43, 2.47], [1.50, 1.11, -1.50], [-0.66, -0.40, -0.44], [0.11, -1.26, -0.21], [0.74, -0.75, -0.58], [-0.33, 1.40, 1.13], [-1.75, 4.14, -1.52], [-1.52, -1.07, 1.42], [-0.77, -0.23, 0.42], [0.66, 2.02, -0.34], [-1.20, -2.46, -3.15], [1.26, -0.09, 4.21], [-0.04, -1.18, -0.51], [1.55, 0.18, -1.04], [0.38, 1.04, -0.01], [-1.48, 1.19, -0.42], [1.74, -2.91, 2.07], [-1.02, -0.43, 0.11], [1.15, -0.45, -1.63], [-0.68, 1.53, -1.70], [-0.09, -0.22, 0.17], [-1.13, 0.03, -0.35], [-1.48, 0.06, -0.60], [-0.02, 0.82, -0.73], [0.43, 0.69, -1.48], [0.85, 0.45, 0.36], [0.78, 1.70, -0.20], [0.62, 0.26, 0.27], [0.09, -0.88, -1.18], [1.17, -1.78, 0.43], [0.20, 1.35, -0.13], [-1.03, 0.78, 0.33], [0.60, -0.07, 0.44], [-1.15, 0.73, -0.63], [-0.93, 1.14, 0.48], [-0.52, 1.39, 0.00], [0.46, -0.35, 0.34], [0.01, -0.04, 0.19], [1.28, -1.55, 0.88], [0.47, -0.44, -0.48], [-0.18, 0.15, 0.17]],
  "nbo_charge": [-0.4096, 0.1331, -0.3619, -0.3241, 0.2480, 0.0638, -0.2356, -0.6171, 0.0701, -0.2547, -0.0368, -0.0479, -0.2393, -0.2495, 0.3446, -0.5094, -0.4363, -0.2339, -0.0035, -0.1901, -0.2133, -0.0979, -0.0452, -0.2057, -0.1964, -0.2433, -0.2104, -0.2004, -0.1527, -0.2024, 0.1741, 0.2212, 0.2129, 0.3734, 0.2314, 0.2229, 0.2328, 0.2126, 0.2591, 0.1930, 0.2147, 0.2251, 0.2103, 0.2121, 0.2054, 0.2266, 0.2017, 0.2286],
  "lumo_ev": 2.41,
  "total_charge": -1,
  "energy_ha": -2039.8593
}